55
Properties=species:S:1:pos:R:3:lowdin_spin:R:1 method="wB97M-V/def2-TZVPD" gap_ha="0.2437 / 0.1995" spin_multiplicity=3 lumo_ev="-4.121 / -5.322" charge=+1
Ni 0.0000 0.0000 0.0000 1.018
P 0.1726 -0.6794 -2.2210 0.043
C -0.9041 0.5837 -2.9386 0.543
C -1.9516 1.1600 -2.0858 0.034
N -1.7484 1.0738 -0.7496 0.095
C -2.6372 1.6485 0.0986 0.005
C -3.7848 2.2975 -0.3629 0.106
C -4.0038 2.3653 -1.7429 -0.007
C -3.0750 1.7939 -2.6199 0.106
C -2.3221 1.5207 1.5863 -0.007
P -0.4677 1.2533 1.8881 -0.006
H -3.2230 1.8513 -3.6878 0.004
H -4.4875 2.7388 0.3288 0.005
H -4.8811 2.8632 -2.1296 -0.003
H -2.6621 2.3994 2.1346 -0.001
H -2.8629 0.6580 1.9760 -0.001
H 0.1601 3.0197 -3.6895 0.007
H -1.0590 0.5542 -4.0070 0.025
H 2.3531 3.6232 -1.3978 0.000
O 0.7852 3.8138 -3.5328 0.007
H 0.9512 4.2675 -4.4110 0.000
H 1.4951 0.2257 0.1207 -0.113
O 2.8849 3.4012 -0.5362 0.000
H 2.2144 3.1656 0.1684 0.000
C 0.1270 3.0370 2.0068 0.006
H -0.4353 3.5775 2.7682 0.001
H 1.1844 3.0663 2.2719 0.000
H -0.0094 3.5454 1.0517 0.000
C -0.4406 0.6682 3.6758 -0.002
H 0.5865 0.6172 4.0373 0.000
H -1.0019 1.3524 4.3120 0.000
H -0.8852 -0.3249 3.7494 0.000
C -0.5471 -2.2877 -2.7147 0.027
H -0.6082 -2.3707 -3.7991 -0.001
H 0.0649 -3.1077 -2.3400 0.005
H -1.5497 -2.3998 -2.3027 0.000
C 1.8094 -0.5169 -3.0232 0.014
H 2.4631 -1.3313 -2.7119 0.001
H 1.7173 -0.5502 -4.1082 0.001
H 2.2912 0.4197 -2.7441 0.000
O -1.9167 -4.3291 0.1048 0.002
C -0.9172 -4.6684 0.9483 0.000
C -0.8223 -6.0192 1.3274 0.000
C 0.1799 -6.4563 2.1948 -0.001
C 1.1013 -5.5503 2.7012 0.000
C 1.0277 -4.2097 2.3386 0.000
C 0.0244 -3.7329 1.4543 0.002
C 0.0838 -2.2802 1.1089 0.004
O 1.0583 -1.5808 1.6444 -0.005
O -0.6865 -1.6397 0.2430 0.087
H -2.0956 -3.4330 -0.1957 0.001
H -1.5317 -6.7399 0.9418 0.000
H 0.2448 -7.4995 2.4758 0.000
H 1.8829 -5.8843 3.3740 0.000
H 1.7775 -3.5476 2.7548 0.000

=====

67
Properties=species:S:1:pos:R:3:mulliken_charge:R:1 method="wB97M-V/def2-TZVPD" gap_ha=0.3381 spin_multiplicity=1 lumo_ev=-1.197
Ag -21.1679 -17.3738 -20.2633 1.635
As -23.1709 -20.1901 -19.6345 1.941
F -22.9849 -18.8735 -20.8546 -0.579
F -22.7455 -18.8925 -18.5054 -0.507
F -23.2796 -21.2540 -18.2225 -0.500
F -23.4766 -21.4064 -20.9309 -0.505
F -21.4353 -20.5407 -19.7841 -0.539
F -24.9281 -19.9015 -19.4899 -0.502
C -20.6822 -13.3958 -26.0113 -0.411
C -19.5163 -12.8918 -25.5588 -0.411
C -18.9257 -13.3462 -24.3721 -0.696
C -19.6110 -14.4351 -23.7321 -0.053
C -20.7943 -15.0406 -24.2687 0.067
C -21.3088 -14.4631 -25.4631 -0.819
N -19.2129 -14.8540 -22.3653 0.863
O -18.0457 -14.6250 -22.0379 -0.628
O -20.0102 -15.5226 -21.7797 -0.226
H -21.0376 -12.8379 -26.8650 0.380
H -19.1537 -12.0668 -26.1541 0.363
H -18.0523 -12.8428 -23.9846 0.455
H -21.4031 -15.8318 -23.8567 0.670
H -22.2485 -14.8002 -25.8751 0.419
C -15.2474 -15.5842 -18.8198 -1.292
C -16.7275 -15.9858 -19.0924 0.017
O -17.1212 -16.9244 -18.0415 -0.302
C -18.3600 -17.5060 -18.0302 0.567
O -19.3023 -17.2696 -18.8114 -0.586
O -18.4314 -18.5387 -17.0049 -0.318
C -19.6577 -19.1416 -16.7448 -0.541
H -14.7667 -14.8605 -19.4780 0.385
H -14.5548 -16.3628 -19.1395 0.339
H -15.1075 -15.3583 -17.7627 0.308
H -16.6990 -16.5282 -20.0374 0.165
H -17.3968 -15.1595 -19.3320 0.314
H -20.4491 -18.3936 -16.7926 0.315
H -19.5293 -19.7371 -15.8409 0.261
H -20.0646 -19.7367 -17.5623 0.144
C -23.0844 -11.8458 -21.5398 -1.317
C -23.0115 -13.2002 -20.8973 0.070
O -23.8164 -14.0742 -21.7489 -0.314
C -23.6708 -15.3790 -21.6187 0.791
O -22.9332 -15.9500 -20.8153 -0.627
O -24.3892 -15.9719 -22.5897 -0.357
C -24.7698 -17.3032 -22.4608 -0.781
H -24.0532 -11.3660 -21.4006 0.359
H -22.7367 -11.8945 -22.5717 0.290
H -22.5036 -11.0872 -21.0152 0.411
H -23.5356 -13.1530 -19.9427 0.304
H -22.0032 -13.6142 -20.8914 0.092
H -25.7611 -17.5372 -22.8490 0.316
H -24.8139 -17.5582 -21.4020 0.327
H -23.9203 -17.9226 -22.7486 0.289
C -19.1167 -22.4291 -20.4371 -1.379
C -18.4399 -21.1185 -20.3418 0.317
O -18.0982 -20.6509 -21.6818 -0.367
C -18.7112 -19.5866 -22.2080 0.606
O -19.6242 -18.8735 -21.6709 -0.378
O -18.3468 -19.5471 -23.5224 -0.369
C -18.6688 -18.4519 -24.3749 -0.639
H -19.1515 -22.8585 -19.4359 0.392
H -18.3624 -23.0825 -20.8755 0.491
H -19.9268 -22.3947 -21.1656 0.242
H -17.4955 -21.1110 -19.7976 0.370
H -18.8989 -20.3234 -19.7543 -0.179
H -18.3693 -18.6631 -25.4015 0.333
H -18.2306 -17.4766 -24.1631 0.268
H -19.7323 -18.2132 -24.3751 0.244